(1)
Computed, not measured: 6 unconnected molecules or ions with the total composition C33H56N3O13 at a distorted geometry, with wB97M-V/def2-TZVPD.

Results
HOMO-LUMO gap (Eh): 0.29560
Strongest force on any atom (eV/Å): 2.11
ΔE to the lowest compared entry with this formula, charge and spin (kcal per mole): 0.0
Net charge: +1

Positions of all 105 atoms, in Å:
C: -1.2094 2.0206 4.0070
C: -1.9394 1.6508 2.7481
O: -1.8004 2.2571 1.7005
O: -2.8066 0.5738 2.8401
C: -2.2536 -0.6316 2.3143
C: -2.2614 -1.7418 3.3183
C: -1.3216 -2.9169 2.9451
C: 0.0634 -2.6411 3.5852
C: 1.2335 -2.7741 2.6178
C: 1.2741 -1.6245 1.6198
O: 2.4030 -2.7702 3.4209
N: -1.9787 -4.0277 3.6831
C: -3.1546 -3.5596 4.2152
N: -3.7487 -4.1178 5.2457
N: -3.5601 -2.4486 3.5700
C: -4.7065 -1.6644 4.0655
C: -5.9550 -1.7978 3.1625
C: -5.6177 -2.1986 1.7294
C: -6.7545 -0.5045 3.1854
H: -1.1316 3.0992 4.0241
H: -0.2149 1.5861 3.9822
H: -1.7348 1.6734 4.8888
H: -1.2082 -0.4645 2.0588
H: -2.7763 -0.9067 1.4018
H: -1.9689 -1.3650 4.2966
H: -1.2595 -3.0756 1.8750
H: 0.1033 -1.6528 4.0365
H: 0.2096 -3.3610 4.3821
H: 1.1780 -3.7198 2.0783
H: 2.2505 -1.6478 1.1413
H: 0.5409 -1.7448 0.8259
H: 1.1493 -0.6746 2.1332
H: 3.0113 -2.1148 3.0791
H: -2.0205 -4.9283 3.2305
H: -3.6116 -5.0871 5.4689
H: -4.3117 -3.5746 5.8746
H: -4.4579 -0.6118 4.1450
H: -4.9992 -1.9857 5.0580
H: -6.5947 -2.5868 3.5562
H: -4.8223 -1.5886 1.3080
H: -6.4959 -2.1014 1.1023
H: -5.2897 -3.2346 1.6903
H: -6.0985 0.3438 3.0069
H: -7.5533 -0.5158 2.4553
H: -7.2107 -0.3385 4.1605
O: 4.2211 -0.6717 -0.0211
C: 3.9050 0.3752 -0.5075
O: 4.6748 1.4842 -0.4681
C: 3.9602 2.5973 -1.0495
C: 2.9009 1.9752 -1.9511
C: 2.6009 0.6762 -1.2099
H: 3.5225 3.1806 -0.2372
H: 4.6672 3.2210 -1.5892
H: 2.0364 2.6173 -2.1047
H: 3.3294 1.7500 -2.9282
H: 1.8242 0.8059 -0.4529
H: 2.3343 -0.1348 -1.8818
O: -9.1930 0.4468 0.6538
C: -8.5264 1.3807 0.3207
O: -7.4151 1.7487 1.0093
C: -6.8606 2.9518 0.4502
C: -7.3793 3.0007 -0.9735
C: -8.7455 2.3270 -0.8495
H: -7.1987 3.8001 1.0505
H: -5.7751 2.8957 0.4986
H: -7.4158 4.0096 -1.3780
H: -6.7358 2.4076 -1.6198
H: -9.5363 3.0307 -0.5856
H: -9.0293 1.7739 -1.7391
O: -5.0906 3.8425 -3.8286
C: -4.2117 3.7986 -3.0258
O: -4.3365 3.1393 -1.8445
C: -3.1719 3.3419 -1.0275
C: -2.0639 3.7226 -2.0019
C: -2.8437 4.4553 -3.0956
H: -3.3867 4.1366 -0.3090
H: -2.9605 2.4273 -0.4837
H: -1.2741 4.3116 -1.5405
H: -1.6132 2.8203 -2.4185
H: -2.9605 5.5171 -2.8757
H: -2.4128 4.3304 -4.0841
O: 10.6097 -0.8382 -2.3295
C: 9.4648 -1.0032 -2.0343
O: 8.6459 0.0210 -1.6813
C: 7.3639 -0.4901 -1.2692
C: 7.2544 -1.8641 -1.9170
C: 8.7114 -2.3157 -1.9454
H: 7.3445 -0.5412 -0.1789
H: 6.5841 0.1883 -1.6018
H: 6.5871 -2.5349 -1.3794
H: 6.8848 -1.7697 -2.9362
H: 9.0021 -2.8160 -1.0199
H: 8.9409 -2.9453 -2.7992
O: 7.1278 -2.5384 -5.2647
C: 7.8125 -1.6433 -5.6666
O: 8.9231 -1.2305 -5.0188
C: 9.4814 -0.0718 -5.6685
C: 8.9488 -0.1237 -7.0948
C: 7.5869 -0.7875 -6.8988
H: 9.1506 0.8159 -5.1261
H: 10.5644 -0.1308 -5.6156
H: 8.9073 0.8535 -7.5706
H: 9.5849 -0.7674 -7.7031
H: 6.8039 -0.0613 -6.6748
H: 7.2864 -1.4036 -7.7409

---

(2)
Computed, not measured: 9 unconnected molecules or ions with the total composition C33H56O27 at a distorted geometry, with wB97M-V/def2-TZVPD.

Results
HOMO-LUMO gap (Eh): 0.39312
Strongest force on any atom (eV/Å): 2.52
ΔE to the lowest compared entry with this formula, charge and spin (kcal per mole): 65.6
SMILES string: C[C@H]1COC(=O)O1.C[C@H]1COC(=O)O1.C[C@H]1COC(=O)O1.CCOC(=O)OC.CCOC(=O)OC.CCOC(=O)OC.COC(=O)OC.O=C1OCCO1.O=C1OCCO1

Positions of all 116 atoms, in Å:
C: -4.4469 -1.2417 2.7635
C: -5.5074 -2.3425 2.9006
C: -5.0519 -3.7789 2.5983
O: -5.4439 -4.4939 3.7684
C: -5.9895 -3.6576 4.6740
O: -6.4052 -4.0231 5.7307
O: -5.9216 -2.4108 4.2338
H: -4.9280 -0.3635 3.2045
H: -4.3089 -0.9903 1.7098
H: -3.4947 -1.3466 3.2822
H: -6.3073 -1.9343 2.2744
H: -3.9931 -3.9037 2.3616
H: -5.5170 -4.2406 1.7231
C: -0.9019 -6.8610 -0.6321
C: -0.0409 -7.7533 0.3213
C: 1.4309 -7.8788 -0.1505
O: 2.1735 -7.2159 0.8488
C: 1.3811 -6.8726 1.8509
O: 1.7613 -6.3614 2.8710
O: 0.1038 -7.0156 1.5298
H: -0.6977 -6.9010 -1.7019
H: -0.6417 -5.8645 -0.2773
H: -1.9441 -7.1460 -0.5007
H: -0.4304 -8.7676 0.3818
H: 1.5594 -7.4299 -1.1342
H: 1.7012 -8.9260 -0.2928
C: 2.3524 -3.4077 -1.4007
C: 1.7260 -4.6042 -2.0342
C: 1.2735 -4.4121 -3.5117
O: 1.6072 -5.6616 -4.0768
C: 2.5073 -6.3135 -3.3524
O: 3.0570 -7.3251 -3.6595
O: 2.7706 -5.5801 -2.2564
H: 1.6724 -2.5617 -1.2927
H: 3.3124 -3.1858 -1.8651
H: 2.6341 -3.6412 -0.3681
H: 0.9154 -5.0780 -1.4819
H: 1.8241 -3.6204 -4.0203
H: 0.1927 -4.2923 -3.5551
C: 2.6182 4.1135 -1.1877
C: 1.7952 5.0495 -2.0768
O: 2.5532 6.1076 -2.6440
C: 1.9482 6.9904 -3.4239
O: 0.7641 7.0824 -3.6083
O: 2.8587 7.8846 -3.8387
C: 2.4730 9.1209 -4.3839
H: 2.9251 4.5118 -0.2251
H: 3.5060 3.7665 -1.7231
H: 2.0675 3.1742 -1.1165
H: 1.0998 5.5388 -1.3867
H: 1.1690 4.5312 -2.8006
H: 3.0418 9.3433 -5.2828
H: 2.5360 9.9178 -3.6429
H: 1.4303 9.1764 -4.7111
C: 1.1340 1.7284 1.5336
C: -0.3378 1.7237 1.1606
O: -0.9493 0.4817 1.4457
C: -0.5991 -0.6418 0.8396
O: 0.3438 -0.7748 0.0964
O: -1.4517 -1.5894 1.1746
C: -1.0326 -2.9401 1.0129
H: 1.3209 1.3160 2.5234
H: 1.6453 2.6916 1.5028
H: 1.6113 1.1412 0.7450
H: -0.5075 2.0713 0.1391
H: -0.7944 2.5150 1.7591
H: -0.7228 -3.1373 -0.0162
H: -1.8254 -3.6442 1.2410
H: -0.1554 -3.1616 1.6203
C: 2.6191 -0.5070 -5.5838
C: 1.9107 -0.6811 -4.2326
O: 2.3823 0.3114 -3.3529
C: 3.4558 0.1028 -2.5884
O: 4.1793 -0.8507 -2.6708
O: 3.5367 1.0993 -1.7299
C: 4.5671 1.1208 -0.7111
H: 1.8823 -0.5513 -6.3862
H: 3.3967 -1.2528 -5.7551
H: 3.1558 0.4364 -5.6630
H: 2.0275 -1.6753 -3.7832
H: 0.8271 -0.7247 -4.3642
H: 4.9542 0.1308 -0.4842
H: 3.9269 1.5063 0.0824
H: 5.3633 1.8073 -0.9868
C: -1.3939 5.3507 0.3358
O: -0.7687 6.6133 0.4068
C: -0.8109 7.4609 -0.5900
O: -1.3136 7.2867 -1.6756
O: -0.0491 8.5051 -0.2679
C: 0.0877 9.5582 -1.1923
H: -1.9492 5.1037 1.2454
H: -0.7040 4.5053 0.3530
H: -2.1014 5.3626 -0.4904
H: 0.9479 9.4726 -1.8533
H: 0.3513 10.4980 -0.6903
H: -0.8689 9.8440 -1.6256
O: -1.3395 -2.7108 4.3714
C: -0.1905 -2.3883 4.4596
O: 0.2520 -1.1246 4.2106
C: 1.6827 -1.1239 4.3939
C: 2.0550 -2.6153 4.5980
O: 0.7699 -3.2268 4.7985
H: 2.0177 -0.7417 3.4293
H: 1.8966 -0.4960 5.2569
H: 2.6959 -2.7779 5.4590
H: 2.4291 -3.1003 3.6969
O: -3.9686 3.9837 4.5569
C: -4.2532 3.3349 3.6150
O: -3.5023 3.2174 2.4917
C: -4.0805 2.3752 1.5258
C: -5.5010 2.1676 2.0857
O: -5.3473 2.5644 3.4377
H: -4.0925 2.7160 0.4929
H: -3.5322 1.4301 1.5689
H: -5.8376 1.1415 1.9795
H: -6.2157 2.8584 1.6360

---

(3)
Computed, not measured: a molecular structure, C33H57BrCl32FN6O7 at a distorted geometry, with wB97M-V/def2-TZVPD.

Results
HOMO-LUMO gap (Eh): 0.27647
Strongest force on any atom (eV/Å): 5.93
Net charge: +1

Positions of all 137 atoms, in Å:
N: 7.1324 -0.9803 -3.7654
C: 7.0176 -1.6864 -2.4257
C: 5.5828 -1.3618 -1.7303
O: 5.9039 -0.8456 -0.3951
C: 4.5770 -2.6208 -1.7188
N: 3.1428 -2.2634 -2.0854
C: 2.4078 -1.4144 -1.3857
N: 2.9101 -0.6754 -0.1754
Br: 2.4059 -1.9476 1.1490
C: 2.1661 0.6289 -0.3317
C: 2.3663 1.8125 0.7719
C: 1.7665 1.5185 2.1437
C: 1.9377 2.6601 3.2328
C: 2.7186 3.8877 2.6468
C: 3.2652 4.0037 1.2051
N: 3.0878 2.9346 0.2800
C: 0.6677 0.2447 -0.7782
O: -0.3222 0.1177 0.2553
C: 0.0816 1.4480 -1.7170
O: 0.6714 2.5724 -1.8213
N: -1.1535 1.3007 -2.5542
C: -1.8095 2.6350 -2.6396
O: -2.6007 2.9265 -1.7038
F: -1.5936 3.5604 -3.6948
N: 1.0001 -0.9823 -1.6054
C: -0.0003 -2.0988 -1.5935
O: -1.3560 -1.7072 -1.8826
C: -2.1503 -2.2704 -0.7865
O: -3.5242 -1.8359 -0.7967
C: -4.1469 -1.9495 0.5067
C: -5.6144 -2.6218 0.4746
O: -5.5304 -4.0650 0.6976
H: 7.1859 0.0401 -3.5529
H: 8.0992 -1.1937 -4.0935
H: 7.1949 -2.8156 -2.5077
H: 7.8652 -1.2213 -1.7658
H: 5.0186 -0.4990 -2.2604
H: 5.6700 -1.5039 0.2970
H: 4.5554 -3.1262 -0.6799
H: 4.9842 -3.4051 -2.4464
H: 2.7697 -2.7469 -2.9151
H: 2.6261 1.0414 -1.3055
H: 1.1878 0.5712 2.3946
H: 1.5163 2.6013 4.2884
H: 2.8835 4.7900 3.3461
H: 3.8125 4.9762 0.9105
H: -1.1924 0.4946 -0.0128
H: -0.8976 1.0573 -3.5398
H: 0.1093 -2.7201 -0.6209
H: 0.3148 -2.8268 -2.4437
H: -1.7179 -2.0535 0.2541
H: -2.1187 -3.4282 -0.9048
H: -4.2903 -0.9079 1.0037
H: -3.5352 -2.5617 1.2722
H: -6.1669 -2.2072 1.4060
H: -6.2288 -2.3645 -0.4549
H: -5.1182 -4.4624 -0.1064
C: 1.1819 -2.2736 5.1983
Cl: 1.5137 -1.3207 3.7400
Cl: 2.6281 -2.4351 6.1996
H: 0.4048 -1.7754 5.7770
H: 0.8431 -3.2662 4.9033
C: 5.7174 -1.8462 4.3126
Cl: 6.6421 -2.8180 5.4610
Cl: 5.7982 -2.5325 2.6839
H: 4.6771 -1.8157 4.6317
H: 6.1270 -0.8369 4.2915
C: -0.9041 5.0389 -0.0606
Cl: 0.6329 4.7069 0.7464
Cl: -2.1619 5.4480 1.1132
H: -0.7719 5.8753 -0.7462
H: -1.2130 4.1541 -0.6143
C: 11.1542 -0.9525 -3.4733
Cl: 10.5905 -1.4899 -5.0604
Cl: 9.7978 -0.6979 -2.3659
H: 11.8136 -1.7122 -3.0559
H: 11.6975 -0.0155 -3.5893
C: -3.4146 8.7814 0.8103
Cl: -4.6144 9.3753 -0.3457
Cl: -3.7103 9.4324 2.4277
H: -3.4699 7.6939 0.8507
H: -2.4241 9.0878 0.4813
C: -4.0277 -1.5999 -3.8747
Cl: -3.4227 -0.5072 -5.1218
Cl: -5.7767 -1.8159 -4.0060
H: -3.5418 -2.5686 -3.9866
H: -3.7948 -1.1820 -2.8973
C: -2.1780 -6.3811 -1.4446
Cl: -3.8662 -5.9066 -1.6752
Cl: -1.1172 -5.5386 -2.5832
H: -1.8757 -6.1305 -0.4260
H: -2.0872 -7.4546 -1.6037
C: -7.6400 10.9535 1.1813
Cl: -7.1104 12.2469 2.2634
Cl: -8.7299 11.5697 -0.0666
H: -6.7659 10.5144 0.7028
H: -8.1619 10.1956 1.7643
C: 0.8684 -6.6437 0.9674
Cl: -0.2993 -5.3140 1.0575
Cl: 0.3744 -7.8558 -0.2182
H: 1.8391 -6.2422 0.6791
H: 0.9406 -7.1164 1.9462
C: -4.1176 12.8640 4.5509
Cl: -2.5709 12.5252 5.3374
Cl: -5.3633 13.2706 5.7373
H: -3.9913 13.7037 3.8687
H: -4.4329 11.9816 3.9953
C: 4.3375 0.7170 -5.5530
Cl: 3.5253 -0.6792 -4.8286
Cl: 5.2182 1.6486 -4.3373
H: 5.0387 0.3655 -6.3088
H: 3.5887 1.3597 -6.0140
C: -4.0962 -9.0911 0.5556
Cl: -2.7158 -8.2966 1.3263
Cl: -4.1559 -10.8070 0.9708
H: -5.0148 -8.6120 0.8926
H: -4.0037 -8.9910 -0.5244
C: -3.4843 3.1621 4.0456
Cl: -2.9138 1.4992 3.8457
Cl: -2.7104 3.9395 5.4307
H: -3.2484 3.7279 3.1443
H: -4.5622 3.1504 4.2024
C: -0.9531 -10.5398 -2.8149
Cl: 0.5950 -10.8117 -2.0080
Cl: -2.2292 -10.1922 -1.6420
H: -0.8553 -9.6929 -3.4932
H: -1.2219 -11.4333 -3.3769
C: -1.8334 11.1111 -2.3260
Cl: -0.4214 11.8620 -1.5742
Cl: -1.9514 9.4000 -1.8975
H: -2.7318 11.6238 -1.9836
H: -1.7475 11.1995 -3.4082
C: -3.6548 -8.5857 4.7034
Cl: -2.9685 -9.8163 5.7708
Cl: -5.4120 -8.7423 4.5935
H: -3.4111 -7.5996 5.0973
H: -3.2275 -8.7022 3.7082

---

(4)
Computed, not measured: 3 unconnected molecules or ions with the total composition C33H57BrN5O5PS3 at a distorted geometry, with wB97M-V/def2-TZVPD.

Results
HOMO-LUMO gap (Eh): 0.28570
Strongest force on any atom (eV/Å): 1.25
SMILES string: CCN(CC)C(=S)SCCCc1c(CCCCCN)c(OC[C@H](C)C(C)C)c(Br)c2c1C(=O)N([PH2]=S)C2=O.CN(C)C=O.CN(C)C=O

Positions of all 105 atoms, in Å:
C: 8.8488 -0.6208 2.3207
C: 8.4221 -0.2852 0.8946
N: 6.9846 -0.1531 0.6229
C: 6.2412 0.6725 1.6004
C: 5.4942 -0.0758 2.6927
C: 6.3370 -1.3151 0.2361
S: 6.7103 -2.8553 0.6199
S: 5.0187 -0.8682 -0.8509
C: 3.7685 -2.1524 -0.6455
C: 3.0550 -2.4175 -1.9882
C: 1.5243 -2.2867 -1.8760
C: 1.1231 -0.9518 -1.3027
C: 0.5409 -0.8108 -0.0297
C: 0.1557 -2.0395 0.7593
C: -0.9108 -2.9130 0.0472
C: -2.3069 -2.8247 0.6666
C: -2.5438 -3.7937 1.8219
C: -3.9238 -3.5570 2.4624
N: -3.8982 -3.6141 3.9424
C: 0.3286 0.4763 0.5160
O: -0.1730 0.6122 1.7710
C: -1.5708 0.2933 1.9410
C: -2.4057 1.3555 2.6446
C: -2.7643 2.5447 1.7297
C: -1.8458 1.7586 4.0236
C: -0.6877 2.7554 4.0201
C: -1.4382 0.5278 4.8466
C: 0.6705 1.6287 -0.2029
Br: 0.4656 3.3320 0.5600
C: 1.1651 1.4834 -1.4854
C: 1.3752 0.2183 -2.0160
C: 1.8635 0.3803 -3.4044
O: 2.1438 -0.4387 -4.2327
N: 1.8871 1.7883 -3.6834
P: 3.2079 2.4393 -4.5967
S: 2.7663 3.5768 -6.0814
C: 1.5619 2.5002 -2.4921
O: 1.6087 3.6888 -2.3747
H: 8.6983 0.2216 2.9982
H: 8.3266 -1.4905 2.7139
H: 9.9178 -0.8387 2.3215
H: 8.8882 0.6615 0.6076
H: 8.8167 -1.0442 0.2209
H: 6.9541 1.3656 2.0463
H: 5.5253 1.2884 1.0514
H: 6.1568 -0.6751 3.3177
H: 5.0421 0.6730 3.3484
H: 4.6863 -0.6905 2.2984
H: 4.2555 -3.0535 -0.2792
H: 3.0687 -1.7991 0.1110
H: 3.4313 -1.7294 -2.7420
H: 3.2861 -3.4232 -2.3414
H: 1.0838 -2.4142 -2.8668
H: 1.1709 -3.1090 -1.2611
H: -0.2423 -1.7492 1.7293
H: 1.0551 -2.6281 0.9568
H: -0.9874 -2.6294 -1.0042
H: -0.5949 -3.9605 0.0427
H: -3.0383 -3.0658 -0.1054
H: -2.5278 -1.8039 0.9763
H: -2.5359 -4.8056 1.4079
H: -1.7603 -3.7152 2.5822
H: -4.2551 -2.5673 2.1442
H: -4.6531 -4.2645 2.0689
H: -4.3653 -2.8004 4.3201
H: -2.9423 -3.5481 4.2696
H: -2.0172 0.0490 0.9749
H: -1.6139 -0.6093 2.5553
H: -3.3433 0.8269 2.8524
H: -2.3872 3.4960 2.0940
H: -3.8501 2.6419 1.6612
H: -2.4044 2.3841 0.7146
H: -2.6669 2.2414 4.5667
H: -0.4452 3.0096 5.0553
H: -0.9212 3.6906 3.5133
H: 0.2114 2.3319 3.5726
H: -1.3776 0.8069 5.9003
H: -2.1510 -0.2920 4.7459
H: -0.4384 0.1941 4.5598
H: 3.9085 1.2695 -4.8980
H: 3.9446 3.0791 -3.5942
C: -6.8056 -0.4317 -2.6791
N: -6.1903 -1.5372 -1.9688
C: -5.9386 -2.7840 -2.6713
C: -5.8358 -1.4479 -0.6774
O: -5.3020 -2.3405 -0.0401
H: -7.7925 -0.7169 -3.0485
H: -6.1875 -0.1239 -3.5236
H: -6.9153 0.4167 -2.0074
H: -6.4664 -3.6069 -2.1887
H: -4.8735 -3.0177 -2.6640
H: -6.2792 -2.6870 -3.6988
H: -6.0642 -0.4643 -0.2340
C: -2.4537 5.4772 -3.6851
N: -2.7373 4.0581 -3.6182
C: -1.6349 3.1244 -3.4703
C: -3.9879 3.5675 -3.6847
O: -4.2702 2.3845 -3.6207
H: -1.8113 5.7006 -4.5387
H: -1.9512 5.8110 -2.7753
H: -3.3851 6.0296 -3.7938
H: -1.6109 2.4341 -4.3144
H: -1.7583 2.5398 -2.5556
H: -0.7022 3.6792 -3.4270
H: -4.7549 4.3523 -3.7987

---

Record order is preserved below.
HOMO energy: -10.910; -10.703; -11.454; -8.608 eV